Here is a structure of composition C56H40FeN6O2 from the Open Molecules 2025 dataset. Energies are from wB97M-V/def2-TZVPD.

Values from the calculation:
2S+1: 5
<S²>: 6.0281
Net charge: -2
Gap between HOMO and LUMO (alpha / beta), Ha: 0.17788 / 0.17826

Atoms and positions in Å:
Fe1 0.15 0.65 0.03
C1 7.60 -1.59 0.43
C2 7.25 -0.24 0.39
C3 5.91 0.14 0.31
C4 4.89 -0.82 0.26
C5 5.25 -2.16 0.31
C6 6.59 -2.54 0.40
C7 3.45 -0.34 0.23
C8 3.07 0.48 -0.85
C9 3.90 0.68 -2.04
C10 3.27 1.57 -2.82
C11 2.04 1.93 -2.11
C12 1.09 2.84 -2.59
C13 1.43 3.63 -3.83
C14 2.56 4.45 -3.88
C15 2.85 5.20 -5.02
C16 2.03 5.14 -6.14
C17 0.91 4.32 -6.10
C18 0.62 3.57 -4.96
C19 -0.16 3.12 -1.98
N1 -0.65 2.51 -0.87
C20 -1.80 3.13 -0.56
C21 -2.55 2.89 0.61
C22 -3.91 3.52 0.66
C23 -4.92 3.10 -0.20
C24 -6.19 3.67 -0.14
C25 -6.46 4.68 0.78
C26 -5.45 5.11 1.64
C27 -4.19 4.54 1.58
C28 -2.13 2.17 1.71
C29 -2.99 1.79 2.82
C30 -2.18 1.17 3.70
C31 -0.84 1.18 3.11
N2 -0.85 1.74 1.91
C32 0.35 0.66 3.75
C33 1.32 -0.03 2.99
C34 2.27 -1.02 3.54
C35 3.11 -1.33 2.55
C36 2.69 -0.54 1.39
N3 1.55 0.14 1.67
C37 0.61 0.95 5.20
C38 -0.34 1.55 6.05
C39 -0.08 1.83 7.39
C40 1.16 1.57 7.95
C41 2.15 1.07 7.12
C42 1.89 0.79 5.78
C43 -2.10 4.16 -1.53
C44 -1.07 4.17 -2.41
N4 1.95 1.23 -0.94
H1 8.64 -1.89 0.49
H2 8.03 0.52 0.43
H3 5.64 1.19 0.28
H4 4.48 -2.91 0.29
H5 6.85 -3.60 0.43
H6 4.84 0.17 -2.25
H7 3.56 1.91 -3.80
H8 3.19 4.51 -3.01
H9 3.73 5.84 -5.03
H10 2.25 5.73 -7.02
H11 0.26 4.25 -6.97
H12 -0.24 2.91 -4.94
H13 -4.70 2.31 -0.92
H14 -6.97 3.31 -0.80
H15 -7.45 5.12 0.83
H16 -5.65 5.90 2.35
H17 -3.40 4.86 2.25
H18 -4.06 1.93 2.89
H19 -2.48 0.65 4.61
H20 2.23 -1.45 4.53
H21 3.94 -2.02 2.59
H22 -1.30 1.84 5.66
H23 -0.86 2.29 7.99
H24 1.36 1.78 8.99
H25 3.15 0.92 7.50
H26 2.71 0.48 5.16
H27 -2.97 4.81 -1.51
H28 -0.93 4.84 -3.24
C45 0.07 -0.50 -4.24
C46 0.07 -1.12 -2.83
O1 -0.38 -0.40 -1.90
C47 0.57 -2.41 -2.68
C48 0.70 -3.11 -1.39
C49 1.84 -4.08 -1.29
N5 -0.07 -3.10 -0.37
N6 -1.38 -2.70 -0.54
C50 -1.84 -1.64 -0.02
O2 -1.26 -0.64 0.60
C51 -3.35 -1.47 -0.11
C52 -3.89 -0.25 0.27
C53 -5.26 0.00 0.20
C54 -6.13 -0.99 -0.25
C55 -5.60 -2.23 -0.63
C56 -4.23 -2.47 -0.56
H29 0.90 0.20 -4.33
H30 -0.87 0.06 -4.37
H31 0.15 -1.26 -5.02
H32 1.08 -2.85 -3.53
H33 1.57 -5.02 -1.79
H34 2.06 -4.30 -0.24
H35 2.74 -3.69 -1.79
H36 -3.20 0.52 0.62
H37 -5.66 0.96 0.51
H38 -7.20 -0.80 -0.32
H39 -6.27 -3.01 -0.98
H40 -3.80 -3.42 -0.85

=====

Here is a structure of composition C56H42IMoN4O4S2Si from the Open Molecules 2025 dataset. Energies are from wB97M-V/def2-TZVPD.

Values from the calculation:
2S+1: 3
<S²>: 2.0219
Net charge: -1
Energy above the lowest of the compared OMol25 structures with the same formula, charge and spin, kcal/mol: 42.6
Gap between HOMO and LUMO (alpha / beta), Ha: 0.22498 / 0.21874

Atoms and positions in Å:
Mo1 0.84 0.00 -0.68
C1 2.27 3.64 1.52
C2 2.47 2.38 2.30
N1 2.72 2.46 3.59
C3 2.98 1.34 4.28
C4 3.05 0.09 3.71
C5 3.48 -1.07 4.56
O1 4.80 -1.52 4.26
C6 2.78 -0.02 2.33
C7 3.06 -1.30 1.63
N2 2.97 -1.43 0.35
C8 3.46 -2.65 -0.21
C9 2.94 -3.87 0.20
C10 3.38 -5.05 -0.38
C11 4.36 -5.01 -1.37
C12 4.88 -3.78 -1.76
C13 4.43 -2.60 -1.19
I1 5.24 -0.80 -1.80
C14 2.43 1.12 1.62
O2 2.12 1.13 0.35
H1 1.77 4.38 2.14
H2 1.70 3.45 0.61
H3 3.24 4.04 1.22
H4 3.16 1.46 5.35
H5 2.85 -1.95 4.41
H6 3.40 -0.79 5.61
H7 5.36 -0.73 4.21
H8 3.46 -2.11 2.24
H9 2.16 -3.89 0.95
H10 2.96 -6.00 -0.07
H11 4.70 -5.91 -1.84
H12 5.64 -3.74 -2.53
S1 -1.30 -0.13 -1.98
C15 -0.98 -1.05 -3.41
C16 -1.98 -1.20 -4.38
C17 -1.80 -2.00 -5.49
C18 -2.87 -2.14 -6.44
N3 -3.73 -2.24 -7.20
C19 -0.59 -2.67 -5.67
C20 0.43 -2.51 -4.74
C21 0.26 -1.70 -3.62
S2 1.59 -1.54 -2.50
C22 -0.38 -3.55 -6.80
N4 -0.19 -4.25 -7.69
H13 -2.92 -0.68 -4.24
H14 1.37 -3.02 -4.89
C23 1.18 1.51 -2.12
C24 1.36 2.38 -2.95
C25 1.58 3.40 -3.93
C26 1.99 3.05 -5.22
C27 2.20 4.03 -6.19
C28 1.99 5.37 -5.88
C29 1.59 5.72 -4.60
C30 1.39 4.75 -3.64
H15 2.15 2.01 -5.46
H16 2.51 3.74 -7.18
H17 2.15 6.13 -6.64
H18 1.42 6.76 -4.35
H19 1.07 5.02 -2.64
O3 -0.44 1.00 0.56
Si1 -1.95 1.38 0.99
C31 -1.83 2.33 2.61
C32 -2.75 2.26 3.66
C33 -2.60 3.03 4.81
C34 -1.51 3.88 4.93
C35 -0.59 3.98 3.90
C36 -0.76 3.21 2.76
C37 -3.07 -0.11 1.31
C38 -3.97 -0.59 0.36
C39 -4.75 -1.71 0.59
C40 -4.65 -2.39 1.80
C41 -3.77 -1.93 2.76
C42 -2.99 -0.81 2.51
C43 -2.74 2.54 -0.24
C44 -1.95 3.18 -1.19
C45 -2.51 4.06 -2.11
C46 -3.87 4.32 -2.07
C47 -4.67 3.71 -1.13
C48 -4.11 2.83 -0.21
H20 -3.61 1.60 3.59
H21 -3.33 2.96 5.61
H22 -1.38 4.48 5.83
H23 0.26 4.64 3.99
H24 -0.04 3.29 1.95
H25 -4.06 -0.07 -0.59
H26 -5.44 -2.05 -0.17
H27 -5.26 -3.26 1.99
H28 -3.67 -2.46 3.71
H29 -2.30 -0.48 3.28
H30 -0.89 2.95 -1.25
H31 -1.87 4.53 -2.85
H32 -4.30 5.01 -2.79
H33 -5.73 3.91 -1.10
H34 -4.75 2.36 0.52
C49 -1.12 -3.53 -0.59
C50 -0.51 -2.71 0.50
O4 0.10 -1.66 0.26
C51 -0.58 -3.13 1.93
C52 -0.10 -2.26 2.90
C53 -0.16 -2.62 4.24
C54 -0.70 -3.85 4.60
C55 -1.19 -4.72 3.63
C56 -1.14 -4.35 2.30
H35 -0.86 -3.11 -1.56
H36 -2.21 -3.51 -0.46
H37 -0.78 -4.56 -0.51
H38 0.27 -1.28 2.61
H39 0.20 -1.94 5.00
H40 -0.73 -4.14 5.64
H41 -1.63 -5.66 3.92
H42 -1.55 -5.01 1.54